The following is a DFT calculation (the ωB97M-V functional and the def2-TZVPD basis) of a cluster of 14 separate species, C42H112O14 in total.

**HOMO level**: -9.018 eV
**Largest force on an atom**: 3.91 eV Å⁻¹
**Energy**: -74033.21666 eV

```
! wB97M-V def2-TZVPD RIJCOSX def2/J DEFGRID3
* xyz 0 1
C -11.390 -0.306 13.924
C -11.725 1.191 13.567
C -12.944 1.342 12.631
O -12.055 1.792 14.752
H -11.787 -0.598 14.897
H -10.306 -0.418 13.910
H -11.848 -1.038 13.259
H -10.869 1.719 13.147
H -12.696 0.801 11.718
H -13.085 2.403 12.422
H -13.872 0.913 13.009
H -12.673 1.232 15.229
C -5.406 -6.751 13.008
C -5.019 -5.502 13.711
C -5.376 -4.224 12.899
O -5.671 -5.404 14.927
H -5.359 -7.622 13.661
H -4.685 -6.954 12.216
H -6.383 -6.693 12.529
H -3.957 -5.501 13.957
H -6.450 -4.170 12.723
H -4.728 -4.219 12.022
H -5.060 -3.367 13.493
H -6.578 -5.684 14.787
C -15.354 -3.747 16.606
C -15.085 -3.552 15.151
C -13.619 -3.346 14.837
O -15.494 -4.722 14.460
H -16.386 -3.913 16.915
H -14.960 -2.876 17.131
H -14.847 -4.652 16.942
H -15.722 -2.738 14.806
H -13.498 -3.282 13.755
H -12.978 -4.140 15.219
H -13.271 -2.435 15.325
H -16.442 -4.870 14.478
C -9.286 -7.562 19.756
C -9.761 -9.035 19.736
C -10.478 -9.414 18.494
O -8.625 -9.866 19.820
H -8.648 -7.389 20.624
H -10.200 -6.969 19.731
H -8.804 -7.353 18.801
H -10.458 -9.140 20.566
H -11.386 -8.821 18.389
H -10.815 -10.447 18.587
H -9.837 -9.376 17.613
H -8.003 -9.637 19.126
C -12.117 -3.783 20.670
C -12.999 -4.785 19.948
C -12.475 -5.154 18.568
O -12.955 -5.967 20.731
H -12.491 -3.500 21.654
H -12.044 -2.856 20.101
H -11.118 -4.194 20.815
H -14.037 -4.454 19.954
H -13.245 -5.775 18.111
H -11.596 -5.798 18.537
H -12.269 -4.214 18.056
H -13.170 -5.743 21.640
C -14.059 -7.580 15.412
C -13.650 -7.675 13.902
C -14.681 -8.390 13.010
O -13.502 -6.306 13.534
H -13.440 -6.828 15.902
H -13.968 -8.553 15.896
H -15.064 -7.177 15.535
H -12.719 -8.232 13.796
H -14.977 -9.388 13.335
H -14.283 -8.547 12.007
H -15.543 -7.761 12.787
H -14.076 -5.821 14.132
C -9.728 -3.294 14.996
C -8.978 -4.473 15.618
C -9.796 -5.283 16.589
O -8.565 -5.236 14.552
H -10.627 -3.466 14.405
H -9.028 -2.699 14.409
H -9.960 -2.530 15.739
H -8.092 -4.117 16.143
H -10.019 -4.715 17.492
H -9.201 -6.151 16.873
H -10.759 -5.558 16.158
H -9.258 -5.503 13.944
C -9.168 2.270 16.919
C -9.101 1.125 17.967
C -8.682 -0.211 17.411
O -8.239 1.579 18.974
H -8.221 2.276 16.378
H -9.329 3.233 17.403
H -10.002 2.190 16.221
H -10.068 1.086 18.467
H -9.172 -0.584 16.511
H -8.962 -0.971 18.140
H -7.600 -0.166 17.285
H -7.442 1.891 18.540
C -9.465 -0.352 8.495
C -9.989 -1.128 9.729
C -9.384 -0.756 11.089
O -11.377 -0.782 9.799
H -8.391 -0.495 8.379
H -9.679 0.714 8.579
H -9.937 -0.660 7.562
H -9.833 -2.196 9.577
H -9.801 -1.439 11.830
H -9.556 0.255 11.456
H -8.313 -0.949 11.023
H -11.956 -1.449 9.423
C -9.474 -4.947 11.385
C -10.849 -5.556 11.720
C -11.158 -6.841 10.903
O -10.865 -5.821 13.090
H -9.440 -3.945 11.813
H -9.396 -4.923 10.298
H -8.632 -5.514 11.781
H -11.569 -4.760 11.529
H -11.342 -6.525 9.877
H -12.075 -7.311 11.257
H -10.273 -7.478 10.886
H -11.793 -6.002 13.258
C -13.947 1.256 18.747
C -12.959 0.543 17.743
C -12.500 -0.748 18.384
O -13.612 0.366 16.496
H -14.859 0.660 18.717
H -14.212 2.240 18.359
H -13.547 1.353 19.756
H -12.079 1.174 17.615
H -12.032 -0.635 19.362
H -11.820 -1.239 17.689
H -13.378 -1.387 18.469
H -14.407 -0.153 16.644
C -3.498 -4.235 19.017
C -4.437 -4.254 17.796
C -4.911 -2.819 17.448
O -3.750 -4.600 16.693
H -4.168 -4.100 19.866
H -2.713 -3.484 18.922
H -3.052 -5.206 19.231
H -5.223 -5.005 17.873
H -5.627 -2.898 16.631
H -4.103 -2.198 17.061
H -5.333 -2.260 18.283
H -4.431 -4.778 16.040
C -8.896 -8.612 14.879
C -10.041 -9.605 14.668
C -10.281 -9.822 13.163
O -9.595 -10.871 15.158
H -8.523 -8.557 15.902
H -9.237 -7.652 14.493
H -8.012 -8.881 14.301
H -10.884 -9.208 15.235
H -9.504 -10.329 12.590
H -10.567 -8.918 12.626
H -11.142 -10.486 13.094
H -10.291 -11.484 14.909
C -6.962 1.986 13.100
C -6.141 1.214 14.115
C -6.327 -0.260 14.008
O -4.844 1.428 13.823
H -6.949 3.071 13.199
H -7.983 1.605 13.084
H -6.564 1.775 12.108
H -6.450 1.516 15.116
H -7.323 -0.519 14.367
H -5.655 -0.785 14.687
H -6.235 -0.693 13.012
H -4.692 1.135 12.921
*
```